No. 1
# C23H49N3OP4Ru

C23H49N3OP4Ru as an isolated structure at a distorted geometry (ωB97M-V/def2-TZVPD, the OMol25 dataset).

Computed properties:
LUMO energy (spin up / spin down)   -7.959 / -12.184 eV
Total charge   +3
Energy above the lowest of the compared OMol25 structures with the same formula, charge and spin   12.21 kcal per mole
Highest occupied orbital energy (spin up / spin down)   -15.17 / -15.17 eV
HOMO-LUMO gap (spin up / spin down)   7.2 / 3.0 eV
2S+1   6
Expectation value of S²   8.80

Geometry as XYZ:
```
81
Properties=species:S:1:pos:R:3:lowdin_charge:R:1
Ru 0.418 0.896 -0.558 0.5314
P 0.604 0.416 -2.776 0.6477
P 1.889 2.583 -0.337 0.6476
P -1.512 2.441 -0.761 0.7565
H -6.178 -4.388 4.528 0.0536
C -6.875 -4.016 3.767 -0.1007
C -7.118 -4.710 2.643 -0.0784
H -6.624 -5.670 2.446 0.0546
C 1.486 -1.141 -3.148 -0.2472
C 1.439 1.632 -3.851 -0.2256
C -1.017 0.108 -3.558 -0.2338
C 1.849 3.364 1.326 -0.2273
C 3.667 2.152 -0.507 -0.2496
C 1.782 4.020 -1.463 -0.2194
C -3.211 1.753 -0.971 -0.2326
C -1.578 3.682 -2.136 -0.2379
C -1.774 3.491 0.732 -0.2457
H -7.396 -3.075 3.981 0.0526
H -7.844 -4.361 1.899 0.0545
H 1.084 -1.941 -2.512 0.0356
H 2.558 -1.018 -2.951 0.0292
H 1.350 -1.419 -4.204 0.0782
H 2.453 1.828 -3.477 0.0412
H 0.876 2.573 -3.878 0.0412
H 1.509 1.230 -4.872 0.0785
H -1.486 -0.745 -3.046 0.0499
H -0.878 -0.133 -4.623 0.0752
H -1.675 0.982 -3.471 0.0310
H 2.685 4.073 1.417 0.0761
H 1.943 2.593 2.102 0.0382
H 0.903 3.899 1.474 0.0359
H 4.277 3.065 -0.489 0.0815
H 3.839 1.636 -1.462 0.0431
H 3.993 1.507 0.321 0.0198
H 1.844 4.946 -0.877 0.0775
H 0.841 4.022 -2.021 -0.0044
H 2.617 3.997 -2.176 0.0664
H -3.875 2.541 -1.359 0.0671
H -3.608 1.397 -0.010 0.0546
H -3.196 0.918 -1.682 0.0372
H -2.629 3.933 -2.344 0.0672
H -1.139 3.268 -3.054 0.0295
H -1.059 4.607 -1.855 0.0512
H -2.790 3.917 0.716 0.0730
H -1.045 4.312 0.778 0.0397
H -1.668 2.861 1.626 0.0438
C -2.198 -1.132 0.469 -0.4061
C -2.196 -0.604 1.810 -0.0141
C -3.228 -0.894 2.685 -0.0304
C -4.333 -1.637 2.262 0.0084
C -4.435 -2.038 0.922 -0.0167
C -3.420 -1.760 0.026 0.0271
O -1.169 -1.073 -0.312 -0.1501
H 0.044 1.132 0.981 -0.0513
H -1.327 -0.011 2.111 0.0779
H -3.171 -0.535 3.718 0.1317
H -5.125 -1.899 2.959 0.1115
H -5.319 -2.579 0.569 0.1308
H -3.463 -2.046 -1.028 0.1321
C 4.646 -1.517 1.731 -0.1053
N 3.368 -1.406 2.460 -0.0828
C 2.684 -2.715 2.506 -0.1088
N 2.486 -3.283 1.154 0.0259
C 3.797 -3.396 0.488 -0.1097
N 4.474 -2.089 0.381 -0.1054
C 3.822 -1.197 -0.560 -0.2406
P 2.058 -0.725 0.124 0.9387
C 2.512 -0.358 1.893 -0.2925
C 1.525 -2.507 0.348 -0.2281
H 5.307 -2.204 2.283 0.1557
H 5.120 -0.526 1.664 0.1520
H 1.711 -2.601 3.002 0.1531
H 3.311 -3.412 3.082 0.1597
H 3.664 -3.823 -0.515 0.1560
H 4.451 -4.042 1.094 0.1589
H 4.431 -0.299 -0.723 0.0848
H 3.707 -1.698 -1.536 0.0893
H 1.572 -0.299 2.462 0.0978
H 3.017 0.617 1.967 0.0861
H 1.401 -2.976 -0.642 0.1081
H 0.542 -2.497 0.837 0.0989
```

=====

No. 2
# C23H49N3OP4Tl

C23H49N3OP4Tl as an isolated structure at a distorted geometry (ωB97M-V/def2-TZVPD, the OMol25 dataset).

Computed properties:
LUMO energy (spin up / spin down)   -10.524 / -10.515 eV
Total charge   +3
Energy above the lowest of the compared OMol25 structures with the same formula, charge and spin   66.84 kcal per mole
Highest occupied orbital energy (spin up / spin down)   -14.60 / -14.61 eV
HOMO-LUMO gap (spin up / spin down)   4.1 / 4.1 eV

Geometry as XYZ:
```
81
Properties=species:S:1:pos:R:3:lowdin_charge:R:1
Tl -2.147 1.668 -1.978 1.0408
P 1.620 -0.956 2.367 0.7998
P 1.581 2.142 -0.395 0.7837
P -0.755 -2.346 -0.294 0.7978
H -0.709 2.878 -3.987 0.0714
C -1.713 2.527 -3.858 -0.2152
C -2.666 3.369 -3.092 -0.1762
H -2.309 4.279 -2.660 0.0877
C 2.223 -1.244 0.696 -0.2518
C 2.874 0.011 3.242 -0.1906
C 1.484 -2.555 3.198 -0.1836
C 1.219 2.946 -2.006 -0.3078
C 1.936 3.660 0.582 -0.2978
C 3.316 1.684 -0.815 -0.2800
C -2.162 -1.945 -1.404 -0.3182
C -1.536 -3.669 0.726 -0.2803
C 0.204 -3.413 -1.448 -0.2756
H -2.121 1.926 -4.654 0.0940
H -3.678 3.362 -3.440 0.0931
H 3.324 -1.270 0.727 0.0847
H 1.907 -0.439 0.013 -0.0126
H 1.857 -2.204 0.299 0.0193
H 3.821 -0.546 3.193 0.0889
H 2.590 0.146 4.296 0.0737
H 3.010 0.996 2.772 0.0619
H 2.432 -3.092 3.048 0.0914
H 0.661 -3.153 2.778 0.0561
H 1.318 -2.412 4.275 0.0724
H 2.028 3.636 -2.268 0.0714
H 0.280 3.506 -1.954 0.0148
H 1.140 2.174 -2.782 0.0238
H 2.679 4.285 0.065 0.0612
H 2.322 3.375 1.572 0.0298
H 1.004 4.229 0.716 0.0454
H 3.895 2.589 -1.039 0.0631
H 3.316 1.023 -1.695 0.0313
H 3.779 1.158 0.028 0.0284
H -2.739 -2.858 -1.591 0.0597
H -1.794 -1.550 -2.359 -0.0098
H -2.813 -1.198 -0.933 -0.0101
H -2.314 -4.168 0.132 0.0553
H -1.989 -3.214 1.619 0.0194
H -0.776 -4.399 1.039 0.0451
H -0.482 -3.984 -2.087 0.0612
H 0.840 -4.104 -0.880 0.0490
H 0.841 -2.789 -2.089 0.0276
C 1.444 -0.636 -4.337 -0.3059
C 1.931 -1.647 -5.354 -0.0180
C 1.418 -2.899 -5.269 -0.0509
C 0.012 -2.849 -5.115 -0.0988
C -0.658 -1.698 -4.732 -0.1211
C 0.026 -0.521 -4.257 -0.0474
O 2.309 -0.389 -3.396 0.0985
H 2.916 -1.060 -3.703 0.1118
H 2.701 -1.188 -6.017 0.1495
H 1.951 -3.792 -5.601 0.1300
H -0.554 -3.753 -5.390 0.1259
H -1.744 -1.678 -4.803 0.1101
H -0.465 0.430 -4.150 0.0288
C -1.851 1.512 4.983 -0.1343
N -1.319 2.339 3.879 -0.1232
C -2.311 2.458 2.797 -0.1474
N -2.769 1.145 2.311 -0.1183
C -3.291 0.337 3.430 -0.1393
N -2.314 0.187 4.523 -0.1226
C -1.181 -0.682 4.127 -0.2506
P -0.311 0.131 2.717 0.9916
C -0.022 1.822 3.393 -0.2528
C -1.697 0.434 1.568 -0.3310
H -2.719 2.037 5.398 0.1490
H -1.070 1.381 5.747 0.1446
H -1.888 3.041 1.964 0.1360
H -3.185 2.969 3.213 0.1470
H -3.589 -0.659 3.068 0.1431
H -4.154 0.870 3.842 0.1476
H -0.488 -0.812 4.979 0.1141
H -1.553 -1.676 3.817 0.1103
H 0.384 2.480 2.601 0.0797
H 0.703 1.783 4.226 0.1106
H -2.094 -0.527 1.166 0.0573
H -1.364 1.045 0.697 -0.0176
```

=====

No. 3
# C23H49N4OPS5V

C23H49N4OPS5V as an isolated structure (ωB97M-V/def2-TZVPD, the OMol25 dataset).

Computed properties:
LUMO energy (spin up / spin down)   -9.152 / -8.697 eV
Total charge   +3
Energy above the lowest of the compared OMol25 structures with the same formula, charge and spin   0.00 kcal per mole
Highest occupied orbital energy (spin up / spin down)   -17.10 / -17.17 eV
HOMO-LUMO gap (spin up / spin down)   8.0 / 8.5 eV
2S+1   3
Expectation value of S²   2.03

Geometry as XYZ:
```
84
Properties=species:S:1:pos:R:3:lowdin_charge:R:1
V -1.372 -0.344 1.119 0.2492
C -3.653 -2.929 2.427 -0.4591
C -4.642 -1.793 2.288 -0.4424
S -4.016 -0.614 1.061 0.9303
C -4.749 0.936 1.634 -0.4479
C -4.165 2.051 0.790 -0.4398
S -2.356 1.957 0.592 0.8465
C -1.744 2.978 1.963 -0.4708
C -1.865 2.347 3.336 -0.4155
S -1.119 0.681 3.398 0.8890
C -2.315 -0.176 4.466 -0.4411
C -2.077 -1.673 4.420 -0.4355
S -1.957 -2.376 2.743 0.9154
H -3.596 -3.526 1.516 0.0945
H -3.940 -3.604 3.234 0.1085
H -4.802 -1.279 3.236 0.0882
H -5.604 -2.170 1.941 0.1101
H -4.545 1.071 2.696 0.0695
H -5.830 0.884 1.494 0.1142
H -4.411 3.031 1.198 0.1089
H -4.565 2.017 -0.224 0.0951
H -2.294 3.919 1.932 0.1097
H -0.708 3.194 1.710 0.0518
H -2.907 2.246 3.639 0.0847
H -1.359 2.968 4.075 0.1093
H -3.321 0.079 4.134 0.0602
H -2.181 0.192 5.483 0.1145
H -2.878 -2.200 4.942 0.1107
H -1.149 -1.934 4.925 0.0820
C 4.400 2.820 -1.615 -0.1038
C 3.685 4.152 -1.428 -0.2398
C 2.281 4.233 -2.024 -0.1845
C 1.221 3.378 -1.341 -0.1705
N 1.318 1.962 -1.745 0.0641
C 1.012 0.889 -1.046 -0.6516
S 0.544 1.051 0.641 0.7209
N 1.100 -0.322 -1.573 0.0336
C 1.484 -0.621 -2.958 -0.1590
C 2.996 -0.648 -3.166 -0.1897
C 3.383 -0.980 -4.607 -0.2410
C 2.903 0.058 -5.614 -0.0940
H 5.429 2.881 -1.265 0.0848
H 4.437 2.541 -2.671 0.0728
H 3.922 2.008 -1.060 0.0523
H 4.284 4.940 -1.888 0.1192
H 3.635 4.402 -0.365 0.1143
H 2.300 3.998 -3.095 0.1228
H 1.930 5.264 -1.964 0.1245
H 0.220 3.725 -1.608 0.1267
H 1.326 3.428 -0.259 0.0902
H 1.696 1.811 -2.673 0.1386
H 0.815 -1.068 -0.960 0.0710
H 0.987 0.099 -3.612 0.1196
H 1.051 -1.593 -3.200 0.1301
H 3.424 -1.380 -2.477 0.1083
H 3.428 0.318 -2.889 0.0925
H 3.001 -1.970 -4.871 0.1152
H 4.470 -1.057 -4.654 0.1187
H 1.816 0.069 -5.723 0.0684
H 3.315 -0.137 -6.602 0.0861
H 3.226 1.062 -5.326 0.0762
C 2.912 -2.068 0.668 -0.1482
P 1.450 -2.424 1.637 0.6132
C 1.713 -1.708 3.257 -0.1436
C 1.349 -4.199 1.828 -0.1417
O 0.176 -1.886 0.955 -0.5968
H 3.791 -2.466 1.176 0.0835
H 3.032 -0.991 0.548 0.0565
H 2.846 -2.541 -0.313 0.0624
H 2.704 -1.980 3.622 0.0847
H 0.981 -2.089 3.968 0.0493
H 1.651 -0.621 3.204 0.0432
H 2.228 -4.571 2.356 0.0826
H 1.307 -4.683 0.851 0.0733
H 0.458 -4.461 2.398 0.0535
N -1.480 -2.294 -1.190 0.0203
C -1.867 -2.534 -2.452 -0.0327
C -2.346 -1.346 -2.967 -0.0023
C -2.202 -0.427 -1.929 -0.1273
N -1.669 -1.003 -0.850 -0.1522
H -0.974 -2.881 -0.545 0.1393
H -1.773 -3.515 -2.887 0.1433
H -2.747 -1.175 -3.950 0.1238
H -2.456 0.621 -1.918 0.1085
```

=====

No. 4
# C23H50O13P

A 4-piece molecular cluster, C23H50O13P overall (ωB97M-V/def2-TZVPD, the OMol25 dataset).

Computed properties:
LUMO energy   2.325 eV
Total charge   -1
Highest occupied orbital energy   -4.44 eV
HOMO-LUMO gap   6.8 eV

Geometry as XYZ:
```
87
Properties=species:S:1:pos:R:3:lowdin_charge:R:1
C -0.695 -1.235 2.989 -0.0453
C -1.084 -0.549 1.686 -0.2109
O -0.217 -0.934 0.608 -0.0361
C -0.640 -0.536 -0.621 -0.4672
O -1.742 -0.826 -1.035 0.0874
C 0.368 0.283 -1.358 -0.1038
C 0.540 1.671 -0.717 -0.2276
C 1.972 2.229 -0.847 -0.2707
P 3.257 1.867 0.568 0.5226
C 4.258 3.458 0.144 -0.2375
O 2.454 0.340 0.869 -0.3054
C 4.509 1.494 1.981 -0.3322
C 4.007 0.715 3.197 -0.1722
O 2.241 2.661 1.795 -0.3367
C 1.516 3.819 1.536 -0.3789
C 1.428 4.660 2.812 -0.0852
H -0.553 -0.470 3.756 0.0759
H -1.480 -1.903 3.346 0.0715
H 0.243 -1.773 2.897 0.0522
H -2.121 -0.765 1.414 0.1131
H -1.005 0.536 1.815 0.1169
H 0.080 0.319 -2.409 0.1043
H 1.328 -0.238 -1.279 0.1204
H -0.129 2.361 -1.250 0.1061
H 0.193 1.668 0.317 0.0753
H 1.912 3.282 -1.126 0.0511
H 2.432 1.726 -1.707 0.0688
H 4.084 1.142 -0.376 0.0176
H 5.300 3.137 0.045 0.0193
H 3.961 3.929 -0.795 0.0147
H 4.221 4.184 0.963 0.0224
H 1.738 0.488 1.492 0.0203
H 5.320 0.924 1.512 0.0617
H 4.936 2.438 2.339 0.0559
H 3.062 1.112 3.571 0.0540
H 3.887 -0.350 2.980 0.0328
H 4.729 0.781 4.024 0.0550
H 1.934 4.439 0.736 0.0933
H 0.487 3.573 1.221 0.0990
H 2.403 4.612 3.309 0.0707
H 1.201 5.707 2.598 0.0610
H 0.703 4.234 3.509 0.0616
C 2.476 -3.076 1.613 -0.0570
C 3.951 -2.812 1.442 -0.1885
O 4.733 -3.411 2.501 0.0475
C 4.959 -4.707 2.389 -0.6189
O 4.619 -5.432 1.489 0.1132
O 5.659 -5.103 3.462 -0.0033
C 5.939 -6.500 3.494 -0.0561
H 2.151 -2.755 2.603 0.0707
H 1.900 -2.532 0.866 0.0707
H 2.252 -4.140 1.519 0.0762
H 4.154 -1.745 1.506 0.0983
H 4.315 -3.168 0.479 0.1259
H 6.414 -6.823 2.570 0.0916
H 5.024 -7.070 3.651 0.0947
H 6.615 -6.649 4.332 0.0884
C -8.537 -2.292 1.430 -0.0679
C -8.241 -3.538 0.622 -0.2232
O -7.424 -3.254 -0.520 0.0273
C -6.118 -3.104 -0.260 -0.6192
O -5.609 -3.223 0.825 0.1194
O -5.501 -2.816 -1.393 0.0093
C -4.083 -2.572 -1.269 -0.0279
H -8.976 -1.523 0.793 0.0798
H -9.238 -2.523 2.233 0.0767
H -7.625 -1.891 1.871 0.0755
H -9.158 -3.956 0.210 0.1191
H -7.761 -4.301 1.234 0.1206
H -3.601 -3.403 -0.760 0.0996
H -3.903 -1.651 -0.728 0.0757
H -3.702 -2.483 -2.280 0.0890
C -2.590 0.800 -4.503 -0.0514
C -3.390 2.050 -4.222 -0.2010
O -2.625 3.246 -4.460 0.0440
C -2.507 3.608 -5.730 -0.6168
O -3.002 3.062 -6.683 0.1158
O -1.747 4.704 -5.780 0.0054
C -1.490 5.185 -7.098 -0.0460
H -1.659 0.805 -3.937 0.0674
H -3.158 -0.085 -4.217 0.0784
H -2.343 0.725 -5.562 0.0764
H -3.662 2.102 -3.169 0.1238
H -4.305 2.082 -4.811 0.1206
H -2.417 5.324 -7.650 0.0924
H -0.844 4.493 -7.636 0.0973
H -0.984 6.138 -6.972 0.0914
```

=====

- Look up the total charge of the fourth one.
  -1

=====

- Number 3 is which compound?
  C23H49N4OPS5V

=====

- Which formula does entry 2 have?
  C23H49N3OP4Tl

=====

- The lowest total charge belongs to which entry?
  C23H50O13P